# 1
ORCA calculation (ωB97M-V/def2-TZVPD) on an isolated molecule of C5H8ClN in a non-equilibrium geometry.

Cartesian coordinates (Å):
Cl  -0.668  -0.661  -2.389
C  -1.187  -0.207  -0.676
C  -0.587  -1.325  0.556
C  0.783  -0.804  1.008
C  1.405  0.285  0.634
C  0.638  1.259  -0.210
N  -0.740  1.061  -0.306
H  -2.311  -0.183  -0.650
H  -0.620  -2.409  0.130
H  -1.258  -1.126  1.364
H  1.224  -1.529  1.779
H  2.415  0.414  0.874
H  0.984  2.299  0.046
H  0.983  1.085  -1.296
H  -1.062  1.841  -0.865

Computed properties:
relative energy (zero: lowest compared OMol25 entry of this formula, charge and spin): 29.85 kcal/mol
spin multiplicity: 1
molar mass: 117.58 g mol⁻¹
HOMO energy: -8.9678 eV
Kohn-Sham gap: 9.88 eV


# 2
ORCA calculation (ωB97M-V/def2-TZVPD) on a cluster of 2 separate species, C4H14N2O2 in total in a non-equilibrium geometry.

Cartesian coordinates (Å):
N  2.131  -1.177  1.877
C  1.782  -0.739  0.505
N  0.359  -0.490  0.190
C  0.073  0.747  -0.606
C  -1.476  0.794  -0.736
C  -2.107  -0.189  -1.795
O  -1.754  0.101  -3.092
H  1.804  -0.649  2.712
H  1.820  -2.103  2.096
H  2.172  0.326  0.414
H  2.352  -1.403  -0.148
H  -0.112  -1.325  -0.120
H  0.411  1.656  -0.134
H  0.605  0.583  -1.523
H  -1.776  0.722  0.393
H  -1.856  1.783  -1.004
H  -1.771  -1.188  -1.557
H  -3.214  -0.131  -1.850
H  -0.844  0.054  -3.270
O  0.354  0.764  2.903
H  0.243  0.178  2.166
H  0.804  1.687  2.580

Computed properties:
relative energy (zero: lowest compared OMol25 entry of this formula, charge and spin): 47.39 kcal/mol
spin multiplicity: 1
molar mass: 122.17 g mol⁻¹
HOMO energy: -9.2137 eV
Kohn-Sham gap: 9.91 eV


Which of these has the lowest HOMO energy? C4H14N2O2


molar mass of number 2 (C4H14N2O2)? 122.17 g mol⁻¹


Repeat the second record exactly.
ORCA calculation (ωB97M-V/def2-TZVPD) on a cluster of 2 separate species, C4H14N2O2 in total in a non-equilibrium geometry.

Cartesian coordinates (Å):
N  2.131  -1.177  1.877
C  1.782  -0.739  0.505
N  0.359  -0.490  0.190
C  0.073  0.747  -0.606
C  -1.476  0.794  -0.736
C  -2.107  -0.189  -1.795
O  -1.754  0.101  -3.092
H  1.804  -0.649  2.712
H  1.820  -2.103  2.096
H  2.172  0.326  0.414
H  2.352  -1.403  -0.148
H  -0.112  -1.325  -0.120
H  0.411  1.656  -0.134
H  0.605  0.583  -1.523
H  -1.776  0.722  0.393
H  -1.856  1.783  -1.004
H  -1.771  -1.188  -1.557
H  -3.214  -0.131  -1.850
H  -0.844  0.054  -3.270
O  0.354  0.764  2.903
H  0.243  0.178  2.166
H  0.804  1.687  2.580

Computed properties:
relative energy (zero: lowest compared OMol25 entry of this formula, charge and spin): 47.39 kcal/mol
spin multiplicity: 1
molar mass: 122.17 g mol⁻¹
HOMO energy: -9.2137 eV
Kohn-Sham gap: 9.91 eV